{
  "formula": "C21H31BF6NO8",
  "method": "the ωB97M-V functional and the def2-TZVPD basis",
  "total_charge": 1,
  "orbital_gap_ev": 6.45,
  "multiplicity": 1,
  "homo_ha": -0.4655,
  "symbols": ["C", "C", "C", "C", "C", "C", "O", "C", "O", "C", "C", "C", "N", "B", "O", "O", "C", "C", "C", "H", "H", "H", "H", "H", "H", "H", "H", "H", "H", "H", "H", "H", "H", "H", "H", "H", "H", "H", "H", "H", "C", "C", "O", "C", "O", "C", "F", "F", "F", "H", "H", "H", "H", "H", "C", "C", "O", "C", "O", "C", "F", "F", "F", "H", "H", "H", "H", "H"],
  "coordinates": [[5.862671, -2.806992, -0.789367], [5.767870, -1.201966, -0.385088], [5.982261, -0.365008, -1.798040], [5.476479, 1.172290, -1.537985], [3.846532, 1.394102, -1.727470], [3.277152, 0.967038, -3.205063], [3.033090, -0.470195, -3.391234], [2.046905, -1.005892, -2.442827], [2.306812, -2.235543, -1.920552], [0.635363, -0.310488, -1.987097], [-0.210607, 0.828250, -2.808293], [-1.603770, 1.377536, -2.141157], [-2.190883, 0.866745, -0.821979], [-3.537377, 1.495822, -0.412637], [-4.774866, 0.642047, -0.365961], [-3.649646, 2.964905, -0.100774], [-2.679303, 3.234171, 1.011621], [-1.469005, -0.216828, -0.052191], [-0.026326, -0.855101, -0.554129], [6.724551, -3.257928, -0.125704], [4.814056, -3.283658, -0.496710], [6.120615, -2.913909, -1.927888], [6.692150, -0.914313, 0.298169], [4.763037, -0.918735, 0.170846], [5.526072, -0.889766, -2.739082], [7.160562, -0.315611, -1.983294], [5.705208, 1.414716, -0.392898], [6.017416, 1.988109, -2.179273], [3.216531, 0.941009, -0.820605], [3.681603, 2.573234, -1.639821], [4.131962, 1.259909, -3.985371], [2.371124, 1.665070, -3.451160], [0.215463, 1.253519, -3.839534], [-2.191027, 2.229816, -2.726863], [-4.975344, 0.509021, 0.606240], [-2.871515, 4.281912, 1.507707], [-2.855203, 2.376335, 1.792029], [-1.580156, 3.193568, 0.592493], [-1.940171, -0.644024, 0.957214], [0.489339, -1.707010, 0.103741], [2.481217, -6.071420, -0.686396], [1.427865, -6.107576, 0.405101], [1.673423, -7.196482, 1.308003], [2.608707, -6.970044, 2.285238], [3.224320, -5.915178, 2.411480], [2.733759, -8.185562, 3.201878], [2.789673, -9.362274, 2.512856], [1.675693, -8.296231, 4.055613], [3.850491, -8.153027, 3.982538], [2.538745, -7.038248, -1.197569], [2.251906, -5.295344, -1.421468], [3.474327, -5.873170, -0.270882], [0.443747, -6.282633, -0.042871], [1.371314, -5.155334, 0.944802], [-6.702443, 4.679591, 0.363185], [-6.109504, 5.816859, 1.173905], [-7.142449, 6.538953, 1.861548], [-7.578869, 5.990531, 3.040441], [-7.141494, 4.944274, 3.511300], [-8.636201, 6.881852, 3.689245], [-9.569097, 7.327597, 2.798434], [-8.091024, 7.996153, 4.256456], [-9.330955, 6.252623, 4.678673], [-7.477906, 5.053356, -0.313809], [-5.929530, 4.178759, -0.225865], [-7.179051, 3.938076, 1.012202], [-5.619330, 6.528372, 0.500636], [-5.346960, 5.459368, 1.875308]],
  "forces_ev_per_a": [[-0.3, 0.7, 1.3], [0.8, -0.3, -1.3], [0.9, 0.9, 0.9], [-0.6, -0.1, 0.6], [0.2, 0.9, 0.2], [1.5, 2.3, 0.1], [-3.6, 0.1, 3.3], [2.6, -6.0, 1.6], [-2.2, 8.3, -3.4], [-3.4, 1.4, 1.6], [-1.1, -1.5, 3.8], [2.6, -2.0, 0.3], [4.3, -1.6, -2.3], [-3.8, 1.7, 0.9], [4.1, 1.8, 1.4], [1.6, -4.2, 0.2], [0.7, -0.2, 0.4], [2.5, -0.1, -2.5], [-2.2, 2.8, -2.1], [-1.9, 0.5, -1.5], [2.4, 0.7, -0.9], [-0.6, 0.0, 2.3], [-2.1, -0.5, -1.3], [2.0, -0.6, -1.3], [0.6, 1.1, 1.9], [-2.6, -0.2, 0.3], [-0.4, -0.4, -2.5], [-1.0, -1.7, 1.0], [1.3, 0.6, -2.1], [0.2, -2.5, -0.3], [-2.0, -0.9, 1.6], [1.4, -1.7, 0.3], [-1.3, -1.0, 2.6], [1.2, -2.1, 1.7], [-0.2, 0.4, -1.5], [0.1, -2.2, -1.2], [0.6, 1.9, -1.1], [-2.1, 0.1, 0.9], [0.9, 1.3, -2.6], [-1.2, 2.2, -1.7], [0.4, -0.1, 0.1], [0.0, 0.4, -0.6], [1.0, -0.1, 1.6], [-0.1, 2.8, -1.6], [-1.2, -2.7, 0.1], [0.5, -2.3, 1.6], [-0.1, 1.3, 0.2], [0.7, 0.5, -0.9], [-1.1, 0.5, -1.1], [-0.2, 0.2, 0.0], [0.0, -0.1, 0.1], [-0.2, 0.1, 0.0], [0.2, -0.3, 0.3], [0.2, -0.3, 0.1], [-0.3, -0.2, 0.0], [0.4, -0.4, -0.5], [-0.7, -0.2, 1.7], [2.2, -2.0, -0.9], [-1.3, 2.5, -0.7], [-2.2, 1.5, 1.2], [1.1, -0.7, 0.5], [0.0, -1.1, -0.6], [1.1, 0.2, -1.2], [0.2, 0.0, 0.0], [-0.1, 0.1, 0.1], [0.2, 0.1, 0.0], [-0.3, 0.1, 0.3], [-0.3, 0.1, 0.1]]
}